Model w:
Here is the ion C21H37N2O2 with charge +1 from the Open Molecules 2025 dataset. Energies are from ωB97M-V/def2-TZVPD.

Its SMILES is CC[N@H+]1CCC[C@@H]1CNC[C@H](O)COc1ccc(C(C)(C)C)cc1C. The LUMO energy is -2.08 eV. Its total charge is +1. The HOMO energy is -10.52 eV. For the orbital gap, the calculation gives 8.44 eV.

Each line ends with the natural charge from an NBO analysis.
Element x y z (Å)
1 C -1.436 -2.679 3.490  -0.6271
2 C -2.724 -2.586 2.688  -0.2079
3 N -2.571 -3.187 1.353  -0.4490
4 C -2.354 -4.645 1.345  -0.2164
5 C -2.649 -5.038 -0.093  -0.4207
6 C -3.836 -4.143 -0.458  -0.4228
7 C -3.669 -2.876 0.398  -0.0541
8 C -3.235 -1.593 -0.374  -0.2343
9 N -1.789 -1.475 -0.302  -0.6647
10 C -1.025 -2.002 -1.425  -0.2375
11 C 0.387 -2.358 -0.943  0.0760
12 O 0.251 -3.389 0.023  -0.7428
13 C 1.101 -1.138 -0.320  -0.0914
14 O 0.644 0.022 -0.961  -0.5321
15 C 1.269 1.225 -0.677  0.2732
16 C 2.225 1.399 0.309  -0.3078
17 C 2.781 2.649 0.519  -0.1393
18 C 2.401 3.753 -0.234  -0.0167
19 C 3.044 5.105 0.031  -0.0784
20 C 2.502 6.206 -0.883  -0.6055
21 C 4.557 4.989 -0.202  -0.5935
22 C 2.772 5.512 1.486  -0.5933
23 C 1.436 3.553 -1.214  -0.1967
24 C 0.863 2.315 -1.450  -0.0401
25 C -0.174 2.125 -2.515  -0.6235
26 H -1.198 -3.706 3.749  0.2202
27 H -1.544 -2.118 4.413  0.2441
28 H -0.606 -2.256 2.929  0.2186
29 H -2.994 -1.537 2.553  0.2167
30 H -3.539 -3.091 3.213  0.2188
31 H -1.760 -2.671 0.848  0.5111
32 H -1.333 -4.877 1.639  0.2384
33 H -3.058 -5.113 2.037  0.2122
34 H -2.887 -6.094 -0.189  0.2441
35 H -1.781 -4.822 -0.712  0.2256
36 H -3.865 -3.917 -1.521  0.2304
37 H -4.771 -4.640 -0.204  0.2308
38 H -4.589 -2.671 0.948  0.2293
39 H -3.688 -0.722 0.102  0.2210
40 H -3.609 -1.637 -1.400  0.2136
41 H -1.484 -0.525 -0.127  0.4117
42 H -1.502 -2.911 -1.790  0.2032
43 H -0.946 -1.289 -2.251  0.2260
44 H 0.957 -2.717 -1.808  0.1871
45 H 1.126 -3.720 0.250  0.4906
46 H 2.188 -1.247 -0.429  0.1950
47 H 0.862 -1.105 0.756  0.1745
48 H 2.553 0.574 0.923  0.2136
49 H 3.526 2.747 1.293  0.2062
50 H 1.432 6.344 -0.740  0.2085
51 H 2.995 7.146 -0.646  0.2188
52 H 2.698 5.980 -1.928  0.2100
53 H 5.010 4.267 0.471  0.2050
54 H 5.034 5.953 -0.036  0.2126
55 H 4.758 4.677 -1.224  0.2123
56 H 1.700 5.573 1.667  0.2099
57 H 3.197 4.799 2.186  0.2045
58 H 3.210 6.487 1.687  0.2129
59 H 1.107 4.375 -1.828  0.2175
60 H -1.140 1.888 -2.069  0.2072
61 H -0.282 3.026 -3.112  0.2248
62 H 0.103 1.299 -3.168  0.2198

=====

Model x:
Here is the ion C21H37N2O2 with charge +1 from the Open Molecules 2025 dataset. Energies are from ωB97M-V/def2-TZVPD.

Its SMILES is CC[N@@H+]1CCC[C@H]1CNC[C@@H](O)COc1ccc(C(C)(C)C)cc1C. The LUMO energy is -1.98 eV. Its total charge is +1. The HOMO energy is -10.76 eV. For the orbital gap, the calculation gives 8.78 eV.

Each line ends with the natural charge from an NBO analysis.
Element x y z (Å)
1 C -4.686 -0.485 2.482  -0.6343
2 C -5.158 -0.140 1.080  -0.2042
3 N -4.080 0.487 0.289  -0.4507
4 C -3.631 1.801 0.808  -0.2223
5 C -3.099 2.524 -0.419  -0.4170
6 C -4.111 2.121 -1.489  -0.4208
7 C -4.404 0.654 -1.167  -0.0377
8 C -3.522 -0.325 -1.965  -0.2429
9 N -3.516 -1.601 -1.270  -0.6530
10 C -2.263 -2.338 -1.245  -0.2327
11 C -1.192 -1.596 -0.435  0.0614
12 O -1.779 -0.969 0.693  -0.7615
13 C -0.093 -2.552 0.068  -0.0791
14 O 0.673 -1.862 1.027  -0.5374
15 C 1.871 -1.278 0.626  0.2444
16 C 2.813 -1.955 -0.127  -0.2634
17 C 4.017 -1.354 -0.449  -0.2001
18 C 4.315 -0.067 -0.021  0.0070
19 C 5.628 0.630 -0.339  -0.0779
20 C 5.336 1.919 -1.119  -0.5937
21 C 6.343 0.967 0.977  -0.5942
22 C 6.564 -0.239 -1.183  -0.6054
23 C 3.356 0.591 0.745  -0.2200
24 C 2.142 0.016 1.078  0.0289
25 C 1.137 0.756 1.913  -0.6459
26 H -4.467 0.404 3.066  0.2169
27 H -3.798 -1.110 2.436  0.2286
28 H -5.466 -1.039 2.997  0.2445
29 H -5.450 -1.055 0.563  0.2286
30 H -6.012 0.541 1.113  0.2131
31 H -3.272 -0.185 0.336  0.5324
32 H -2.884 1.667 1.588  0.2358
33 H -4.493 2.332 1.216  0.2169
34 H -3.050 3.600 -0.274  0.2475
35 H -2.101 2.167 -0.674  0.2147
36 H -3.726 2.242 -2.498  0.2392
37 H -5.014 2.723 -1.396  0.2258
38 H -5.456 0.406 -1.321  0.2234
39 H -2.504 0.066 -2.000  0.2022
40 H -3.892 -0.384 -2.995  0.2178
41 H -4.255 -2.204 -1.612  0.3842
42 H -1.857 -2.548 -2.245  0.1907
43 H -2.476 -3.290 -0.753  0.2119
44 H -0.709 -0.819 -1.052  0.1679
45 H -1.078 -0.959 1.369  0.5185
46 H 0.503 -2.918 -0.770  0.2023
47 H -0.555 -3.399 0.584  0.1969
48 H 2.626 -2.969 -0.451  0.2172
49 H 4.723 -1.920 -1.033  0.2231
50 H 6.267 2.422 -1.366  0.2141
51 H 4.724 2.606 -0.541  0.2031
52 H 4.813 1.690 -2.045  0.2096
53 H 7.300 1.439 0.769  0.2136
54 H 5.756 1.646 1.589  0.2041
55 H 6.524 0.060 1.550  0.2139
56 H 6.112 -0.490 -2.140  0.2088
57 H 6.828 -1.154 -0.659  0.2114
58 H 7.482 0.309 -1.381  0.2190
59 H 3.552 1.589 1.104  0.2090
60 H 0.840 0.153 2.769  0.2220
61 H 0.246 0.987 1.327  0.1975
62 H 1.557 1.690 2.275  0.2264

=====

Most stable of them? model x.

=====

Model w:
Here is a cluster of 2 separate species, C2H5BrSi in total from the Open Molecules 2025 dataset. Energies are from ωB97M-V/def2-TZVPD.

The LUMO energy is -0.91 eV. The HOMO energy is -9.47 eV. For the orbital gap, the calculation gives 8.56 eV.

Each line ends with the natural charge from an NBO analysis.
Element x y z (Å)
1 C -0.040 0.810 0.001  -0.8477
2 C 0.692 -0.411 0.659  -0.8232
3 Si 0.227 -0.648 -1.139  1.1186
4 Br 1.909 -0.558 -2.599  -0.2981
5 H -1.018 1.026 0.406  0.2448
6 H 0.544 1.715 -0.116  0.2442
7 H 1.734 -0.256 0.918  0.2466
8 H 0.157 -0.894 1.465  0.2437
9 H -1.276 -1.756 -2.491  -0.1289

=====

Model x:
Here is the molecule C2H5BrSi from the Open Molecules 2025 dataset. Energies are from ωB97M-V/def2-TZVPD.

Its SMILES is Br[SiH]1CC1. The LUMO energy is 0.86 eV. The HOMO energy is -9.36 eV. For the orbital gap, the calculation gives 10.21 eV.

Each line ends with the natural charge from an NBO analysis.
Element x y z (Å)
1 Br 3.360 -0.089 0.070  -0.3057
2 Si 1.281 0.685 -0.079  1.0999
3 C -0.099 -0.247 0.788  -0.8048
4 C -0.064 -0.344 -0.803  -0.8285
5 H 1.592 2.222 0.143  -0.1065
6 H -0.831 0.251 1.253  0.2215
7 H 0.155 -1.193 1.276  0.2348
8 H 0.126 -1.335 -0.972  0.2396
9 H -1.030 -0.040 -1.354  0.2497

=====

Most stable of them? model x.

=====

Model w:
Here is a cluster of 2 separate species, C2H5BrSi in total from the Open Molecules 2025 dataset. Energies are from ωB97M-V/def2-TZVPD.

The LUMO energy is -1.06 eV. The HOMO energy is -8.98 eV. For the orbital gap, the calculation gives 7.92 eV.

Each line ends with the natural charge from an NBO analysis.
Element x y z (Å)
1 C -1.377 -0.063 0.744  -0.3750
2 C -0.822 -0.420 -0.436  -0.4030
3 Si 2.358 1.176 0.228  0.6906
4 Br 3.991 -0.395 0.006  -0.4047
5 H -1.835 -0.776 1.410  0.1971
6 H -1.275 0.928 1.202  0.1952
7 H -0.240 0.248 -1.114  0.1909
8 H -0.960 -1.473 -0.781  0.2024
9 H 2.870 1.925 -1.020  -0.2935

=====

Model x:
Here is a structure of composition C2H5BrSi from the Open Molecules 2025 dataset. Energies are from ωB97M-V/def2-TZVPD.

The LUMO energy (alpha / beta) is -0.02 / -0.53 eV. The HOMO energy (alpha / beta) is -8.48 / -9.06 eV. For the orbital gap (alpha / beta), the calculation gives 8.46 / 8.53 eV.

Each line ends with the natural charge from an NBO analysis.
Element x y z (Å)
1 C -0.036 -1.778 -0.354  -0.2594
2 C -0.660 -0.026 0.129  -0.6580
3 Si 0.568 1.306 0.227  0.8647
4 Br -2.505 0.014 0.199  0.1438
5 H -0.753 -2.520 -0.588  0.1693
6 H 1.006 -1.941 -0.457  0.1652
7 H -0.418 2.451 -0.241  -0.1344
8 H 1.112 1.656 1.648  -0.1436
9 H 1.687 0.837 -0.562  -0.1476

=====

Most stable of them? model w.

=====

Model w:
Here is a cluster of 2 separate species, C2H6N2O4 in total from the Open Molecules 2025 dataset. Energies are from ωB97M-V/def2-TZVPD.

Its SMILES is C[N+](=O)[O-].C[N+](=O)[O-]. The LUMO energy is -0.66 eV. The HOMO energy is -10.48 eV. For the orbital gap, the calculation gives 9.83 eV.

Each line ends with the natural charge from an NBO analysis.
Element x y z (Å)
1 C 6.819 -0.207 6.305  -0.4648
2 N 6.009 -0.635 5.189  0.5233
3 O 5.397 0.231 4.570  -0.3865
4 O 5.982 -1.829 4.950  -0.3938
5 H 6.282 -0.106 7.249  0.2328
6 H 7.387 0.646 5.935  0.2573
7 H 7.513 -1.022 6.511  0.2426
8 C 10.621 -0.778 4.758  -0.4871
9 N 9.500 0.161 5.148  0.5376
10 O 9.284 1.160 4.443  -0.3579
11 O 8.763 -0.284 6.021  -0.4159
12 H 11.063 -0.512 3.798  0.2360
13 H 10.202 -1.781 4.676  0.2404
14 H 11.299 -0.808 5.611  0.2360

=====

Model x:
Here is a cluster of 2 separate species, C2H6N2O4 in total from the Open Molecules 2025 dataset. Energies are from ωB97M-V/def2-TZVPD.

The LUMO energy is 0.62 eV. The HOMO energy is -8.87 eV. For the orbital gap, the calculation gives 9.49 eV.

Each line ends with the natural charge from an NBO analysis.
Element x y z (Å)
1 C 0.838 0.585 0.891  -0.2654
2 C -1.011 -0.509 -0.223  0.8281
3 N -0.611 -0.153 -1.503  -0.8274
4 N -0.436 -2.508 -0.183  0.3806
5 O 0.686 -2.778 -0.456  -0.4090
6 O -1.274 -3.202 0.328  -0.4433
7 O -2.349 -0.873 -0.088  -0.7007
8 O -0.508 0.124 0.907  -0.4861
9 H 1.440 -0.178 1.238  0.1951
10 H 0.840 1.327 1.725  0.2078
11 H 1.244 1.055 0.006  0.1866
12 H 0.418 -0.129 -1.704  0.4098
13 H -1.132 -0.650 -2.154  0.4048
14 H -2.194 -1.763 0.512  0.5191

=====

Most stable of them? model x.

=====

Model w:
Here is the molecule CH2N4S from the Open Molecules 2025 dataset. Energies are from ωB97M-V/def2-TZVPD.

The LUMO energy is 0.31 eV. The HOMO energy is -8.69 eV. For the orbital gap, the calculation gives 8.99 eV.

Each line ends with the natural charge from an NBO analysis.
Element x y z (Å)
1 C 0.291 0.139 0.044  0.4557
2 N -1.054 -1.558 0.001  -0.1069
3 N -0.596 1.043 0.037  -0.7205
4 N -2.122 -0.969 0.079  -0.3278
5 N 1.598 0.170 0.132  -0.8252
6 S -2.187 0.683 -0.012  0.6907
7 H 2.073 -0.693 -0.157  0.4230
8 H 1.998 1.185 -0.124  0.4110

=====

Model x:
Here is the molecule CH2N4S from the Open Molecules 2025 dataset. Energies are from ωB97M-V/def2-TZVPD.

The LUMO energy is 0.16 eV. The HOMO energy is -9.58 eV. For the orbital gap, the calculation gives 9.74 eV.

Each line ends with the natural charge from an NBO analysis.
Element x y z (Å)
1 C 1.060 -0.209 -0.139  -0.3248
2 N 0.106 -0.279 -1.158  -0.6203
3 N -1.111 1.378 -0.386  -0.0706
4 N -1.493 0.669 0.404  0.1615
5 N -1.515 -0.339 1.014  -0.4443
6 S -0.235 -1.375 -0.070  0.9148
7 H 2.112 -0.424 -0.171  0.1991
8 H 1.074 0.580 0.506  0.1847

=====

Most stable of them? model w.

=====

Model w:
Here is a cluster of 2 separate species, C3H8NO2S in total from the Open Molecules 2025 dataset. Energies are from ωB97M-V/def2-TZVPD.

The LUMO energy is 3.96 eV. Its total charge is -1. The HOMO energy is -3.27 eV. For the orbital gap, the calculation gives 7.23 eV.

Each line ends with the natural charge from an NBO analysis.
Element x y z (Å)
1 C -0.171 -0.931 1.266  -0.5108
2 C -0.446 -1.602 -0.094  -0.5109
3 S -1.052 -0.561 -1.483  -0.7141
4 C 0.467 0.439 1.220  0.6877
5 N -0.204 1.533 0.734  -0.8464
6 O 1.552 0.680 1.762  -0.6691
7 H 0.529 -1.569 1.821  0.2181
8 H -1.071 -0.744 1.851  0.2111
9 H -1.185 -2.408 -0.023  0.1927
10 H 0.478 -2.091 -0.407  0.1825
11 H 0.402 2.292 0.510  0.3898
12 H -1.021 1.407 0.151  0.4158
13 H 0.439 0.824 -3.041  0.4748
14 H 0.459 1.167 -1.717  0.4837
15 O 0.825 1.563 -2.549  -1.0050

=====

Model x:
Here is a structure of composition C3H8NO2S from the Open Molecules 2025 dataset. Energies are from ωB97M-V/def2-TZVPD.

The LUMO energy is 3.85 eV. Its total charge is -1. The HOMO energy is -3.59 eV. For the orbital gap, the calculation gives 7.43 eV.

Each line ends with the natural charge from an NBO analysis.
Element x y z (Å)
1 O 1.157 1.149 -0.683  -0.7130
2 C 1.408 0.002 -0.284  0.3689
3 C 0.242 -1.029 -0.497  -0.1601
4 C -0.540 -0.946 0.813  -0.5116
5 S 0.793 -0.472 2.004  -0.5045
6 N -0.562 -0.756 -1.727  -0.8363
7 H 2.375 -0.453 -0.146  0.1270
8 H 0.647 -2.049 -0.616  0.1722
9 H -1.297 -0.136 0.745  0.1797
10 H -1.155 -1.849 1.041  0.1926
11 H 0.053 -0.293 -2.398  0.3479
12 H -1.036 0.126 -1.434  0.3488
13 H -0.945 2.096 1.729  0.4643
14 H -0.291 1.971 0.528  0.4906
15 O -0.848 2.638 0.926  -0.9665

=====

Model y:
Here is the ion C3H8NO2S with charge -1 from the Open Molecules 2025 dataset. Energies are from ωB97M-V/def2-TZVPD.

Its SMILES is CC(C)=[S@](N)(=O)[O-]. The LUMO energy is 3.89 eV. Its total charge is -1. The HOMO energy is -2.91 eV. For the orbital gap, the calculation gives 6.79 eV.

Each line ends with the natural charge from an NBO analysis.
Element x y z (Å)
1 C 1.027 -0.956 -0.435  -0.6594
2 C 0.503 0.487 -0.143  -0.6592
3 C 0.949 1.083 1.184  -0.6612
4 S -1.201 0.226 0.120  2.1223
5 N -1.741 -0.438 -1.511  -1.0291
6 O -1.938 1.581 0.323  -0.9891
7 O -1.572 -0.705 1.183  -1.0062
8 H 0.616 -1.685 0.165  0.1848
9 H 0.697 -1.224 -1.513  0.1739
10 H 2.055 -0.749 -0.471  0.2051
11 H 0.652 0.490 2.082  0.1711
12 H 0.470 2.064 1.305  0.2256
13 H 2.025 1.256 1.167  0.1862
14 H -1.530 -1.510 -1.474  0.3610
15 H -1.011 0.078 -1.981  0.3742

=====

Model z:
Here is a cluster of 2 separate species, C3H8NO2S in total from the Open Molecules 2025 dataset. Energies are from ωB97M-V/def2-TZVPD.

The LUMO energy is 3.47 eV. Its total charge is -1. The HOMO energy is -4.33 eV. For the orbital gap, the calculation gives 7.80 eV.

Each line ends with the natural charge from an NBO analysis.
Element x y z (Å)
1 C -0.172 -1.674 1.207  -0.7261
2 S 1.612 -1.773 0.892  0.1070
3 C 1.707 -0.740 -0.589  -0.7579
4 H -0.724 -2.121 0.385  0.2181
5 H -0.487 -0.650 1.365  0.2513
6 H -0.356 -2.279 2.098  0.1938
7 H 2.742 -0.710 -0.931  0.1963
8 H 1.102 -1.138 -1.404  0.2081
9 H 1.325 0.241 -0.299  0.2875
10 N -2.041 2.538 -0.961  -0.9212
11 C -1.151 1.478 -0.571  0.8659
12 O -0.032 1.842 -0.164  -0.8125
13 O -1.632 0.331 -0.682  -0.8157
14 H -1.628 3.419 -1.196  0.3518
15 H -2.752 2.269 -1.616  0.3535

=====

Most stable of them? model z.